{
  "formula": "C36H43BCaGeN10",
  "method": "wB97M-V/def2-TZVPD",
  "symbols": ["Ca", "C", "C", "N", "N", "C", "B", "N", "C", "C", "C", "N", "N", "C", "C", "C", "N", "H", "H", "H", "H", "H", "H", "H", "H", "H", "H", "N", "C", "C", "N", "C", "C", "N", "H", "H", "H", "H", "H", "H", "H", "H", "H", "H", "H", "H", "H", "N", "C", "C", "C", "C", "C", "C", "H", "H", "H", "H", "H", "C", "Ge", "C", "C", "C", "C", "C", "C", "C", "C", "C", "C", "C", "C", "C", "C", "C", "C", "H", "H", "H", "H", "H", "H", "H", "H", "H", "H", "H", "H", "H", "H", "H"],
  "positions_angstrom": [[0.67549, 1.29564, -0.26773], [4.76075, 3.20660, 1.00945], [3.92990, 2.55464, 0.08511], [2.67534, 2.49722, 0.51834], [2.67696, 3.10325, 1.73611], [3.91130, 3.53489, 2.04414], [1.39159, 3.26028, 2.58143], [0.31113, 4.00860, 1.75219], [-0.37039, 5.11964, 2.07854], [-1.22797, 5.42190, 1.03994], [-0.98900, 4.40632, 0.10056], [-0.06319, 3.55638, 0.53058], [0.88115, 1.86027, 3.03722], [0.45686, 1.50683, 4.26058], [0.12399, 0.16706, 4.24248], [0.38879, -0.22991, 2.92446], [0.84331, 0.78784, 2.19836], [5.81827, 3.39724, 0.93575], [4.18560, 2.10271, -0.86260], [4.09044, 4.04140, 2.97921], [1.64092, 3.91973, 3.56433], [-0.18835, 5.61431, 3.01905], [-1.91595, 6.24802, 0.97041], [-1.43687, 4.25208, -0.87031], [0.43467, 2.23363, 5.05766], [-0.24124, -0.43626, 5.05697], [0.29724, -1.20738, 2.46949], [-2.05597, 1.21418, 0.05376], [-2.91959, 1.50018, -1.09993], [-2.31679, 0.91750, -2.37649], [-0.90214, 1.25502, -2.51917], [-0.42871, 1.93775, -3.71876], [0.35034, 3.20439, -3.37896], [1.31563, 2.90608, -2.32182], [-2.41851, 1.64299, 0.89795], [-2.04559, 0.20879, 0.22074], [-3.93378, 1.10238, -0.98026], [-3.00204, 2.58581, -1.20142], [-2.44686, -0.16716, -2.36321], [-2.87926, 1.29585, -3.23518], [-0.32570, 0.43137, -2.35509], [0.21881, 1.27089, -4.29658], [-1.27710, 2.20035, -4.35576], [0.81069, 3.59088, -4.29501], [-0.34247, 3.97074, -3.01498], [1.80084, 2.02687, -2.52116], [2.00077, 3.63632, -2.18334], [1.94532, 0.12100, -1.71079], [3.14132, -0.47520, -1.78626], [3.75306, -0.81025, -3.03852], [5.00719, -1.38491, -3.11853], [5.71060, -1.70433, -1.95269], [5.14841, -1.41982, -0.70477], [3.91212, -0.80999, -0.62237], [3.18223, -0.58343, -3.93189], [5.44003, -1.60985, -4.08609], [6.68547, -2.17263, -2.01493], [5.69173, -1.66462, 0.20072], [3.48993, -0.55589, 0.34404], [-0.08990, -2.86588, -2.37988], [-0.56110, -1.94787, -0.67248], [0.08152, -3.39557, 0.57560], [1.37740, -3.33664, 1.10127], [1.88110, -4.32868, 1.94011], [1.08528, -5.41302, 2.28885], [-0.20800, -5.49762, 1.78375], [-0.69570, -4.50475, 0.93830], [-2.54646, -2.38288, -0.62782], [-3.19681, -2.74667, -1.78490], [-4.61333, -2.81370, -1.87938], [-5.39512, -2.50045, -0.80984], [-4.79100, -2.12920, 0.42097], [-5.57743, -1.79829, 1.55757], [-4.99225, -1.45133, 2.74073], [-3.57913, -1.42846, 2.84992], [-2.80556, -1.74472, 1.77098], [-3.37778, -2.09059, 0.51253], [-0.43783, -3.90396, -2.38557], [1.00066, -2.85338, -2.46763], [-0.49263, -2.34404, -3.25482], [2.01570, -2.49696, 0.84273], [2.89279, -4.25046, 2.32357], [1.46764, -6.18437, 2.94720], [-0.83818, -6.34046, 2.04838], [-1.70752, -4.59396, 0.55352], [-2.61772, -2.98316, -2.67062], [-5.07260, -3.10879, -2.81677], [-6.47737, -2.53118, -0.87874], [-6.65897, -1.82699, 1.46655], [-5.60590, -1.19569, 3.59665], [-3.10933, -1.15905, 3.78860], [-1.72521, -1.73546, 1.85565]],
  "mulliken_spin": [-0.03, 0.00, 0.01, -0.01, 0.01, 0.00, 0.00, 0.00, 0.00, 0.00, 0.00, 0.00, 0.00, 0.00, 0.00, 0.00, 0.00, 0.00, -0.01, 0.00, 0.00, 0.00, 0.00, 0.00, 0.00, 0.00, 0.00, 0.00, 0.00, 0.01, 0.00, 0.00, 0.00, 0.00, 0.00, 0.00, 0.00, 0.00, 0.00, 0.00, -0.02, 0.00, 0.00, 0.00, 0.00, 0.00, 0.00, 0.59, -0.01, 0.21, -0.13, 0.24, -0.14, 0.18, 0.01, -0.01, 0.02, 0.00, 0.04, -0.01, -0.01, 0.03, 0.00, 0.00, 0.00, 0.00, 0.00, 0.00, 0.00, 0.00, 0.00, 0.00, 0.00, 0.00, 0.00, -0.01, 0.00, 0.00, 0.00, 0.00, 0.02, 0.00, 0.00, 0.00, 0.00, 0.00, 0.00, 0.00, 0.00, 0.00, 0.00, 0.00],
  "e_lumo_ev": [2.59, 2.41],
  "total_charge": -1,
  "orbital_gap_ha": [0.228, 0.225],
  "s_squared": 0.79,
  "de_lowest_kcal_mol": 3.92,
  "spin_multiplicity": 2
}



{
  "formula": "C3H10NS",
  "method": "wB97M-V/def2-TZVPD",
  "symbols": ["C", "C", "C", "S", "N", "H", "H", "H", "H", "H", "H", "H", "H", "H", "H"],
  "positions_angstrom": [[0.57807, -0.80975, 0.21012], [-0.28841, 0.38427, -0.18229], [-0.53213, 1.22791, 1.04696], [-1.84277, 2.50440, 1.02656], [0.86374, -1.67476, -1.00487], [0.02605, -1.46286, 0.87750], [1.57043, -0.51355, 0.53352], [0.17723, 0.98423, -0.95771], [-1.23360, -0.02007, -0.54563], [-0.94025, 0.60297, 1.84976], [0.34269, 1.73329, 1.44367], [-1.53198, 3.07268, -0.14959], [0.04112, -1.94415, -1.63793], [1.15910, -2.67302, -0.81595], [1.61071, -1.41159, -1.69411]],
  "mulliken_spin": [0.42, 0.33, -0.03, 0.00, 1.75, -0.11, 0.03, 0.00, -0.09, -0.01, 0.01, 0.00, -0.25, -0.59, -0.46],
  "e_lumo_ev": [0.77, 0.69],
  "total_charge": 0,
  "orbital_gap_ha": [0.173, 0.373],
  "s_squared": 0.75,
  "de_lowest_kcal_mol": 45.58,
  "spin_multiplicity": 2
}